Entry 1:
Below is a structure of composition C35H55N5Sn, with properties calculated with ωB97M-V/def2-TZVPD.

CARTESIAN COORDINATES (ANGSTROEM)
Sn1 0.022209 0.511057 -0.904292
C1 -0.751586 3.221338 -3.998140
C2 0.149972 2.032594 -2.365872
N1 -0.890282 2.814758 -2.687915
H1 0.812159 2.776457 -5.445045
N2 0.945508 1.949100 -3.442298
H2 -1.447860 3.857208 -4.510671
C3 -1.105163 -1.179952 -1.882701
C4 -1.227789 -2.328214 -1.101286
C5 -1.735713 -3.531440 -1.597730
C6 -2.114940 -3.631371 -2.941667
C7 -2.069720 -2.472922 -3.722542
C8 -1.606842 -1.257582 -3.187576
H3 -0.935327 -2.325920 -0.056633
H4 -1.817186 -4.402061 -0.939332
H5 -2.418269 -2.538203 -4.757854
H6 -1.630764 -0.387562 -3.849381
C9 -2.554987 -4.940303 -3.538957
H7 -3.002340 -4.758621 -4.524446
H8 -3.290501 -5.446569 -2.897908
H9 -1.704963 -5.627547 -3.671951
C10 -2.074626 2.962212 -1.799993
C11 -2.871806 4.175372 -2.245123
C12 -2.997741 1.747988 -1.978151
H10 -3.268856 4.031215 -3.259273
H11 -3.730866 4.305579 -1.574178
H12 -2.274193 5.091772 -2.202922
H13 -2.343369 3.570153 0.269021
H14 -0.636750 3.697121 -0.291413
H15 -2.630332 0.825237 -1.495365
C13 -1.561706 3.098554 -0.354777
H16 -3.130434 1.522803 -3.048440
H17 -3.989067 1.978525 -1.547654
H18 -1.367688 2.110153 0.131406
C14 0.384647 2.677270 -4.462754
C15 1.703568 -0.373145 -3.804955
H19 1.296229 -0.428196 -4.823887
H20 2.570697 -1.048271 -3.738548
C16 2.140489 1.057541 -3.464779
H21 3.825676 0.973358 -2.066107
C17 3.088550 1.545005 -4.551320
H22 3.426861 2.568183 -4.348603
H23 0.919604 -0.764213 -3.134242
H24 2.343529 0.283942 -1.412493
H25 2.614531 1.497784 -5.544053
H26 3.975748 0.898254 -4.580274
C18 2.732176 1.120199 -2.045370
H27 2.528406 2.077094 -1.536368
C19 -0.288660 -2.698094 4.812884
N3 -0.999379 -2.411647 3.641569
H28 1.760523 -3.434038 5.043653
N4 0.940938 -3.085023 3.028939
H29 -0.658277 -2.577876 5.820332
C20 -2.125276 -1.443517 3.473048
C21 -3.248679 -1.796944 4.429609
C22 -1.653478 -0.021535 3.809128
H30 -2.917533 -1.669048 5.466917
H31 -4.084023 -1.103663 4.265596
H32 -3.617996 -2.816294 4.277074
H33 -3.394084 -0.959624 1.758113
H34 -2.606481 -2.557239 1.656385
H35 -0.994910 0.396815 3.029254
C23 -2.477926 -1.519942 1.989955
H36 -1.127435 0.011529 4.773831
H37 -2.538981 0.629143 3.882900
H38 -1.655835 -1.081731 1.406404
C24 0.932958 -3.124953 4.427394
C25 2.701260 -1.496404 2.287730
H39 2.925865 -1.265621 3.340425
H40 3.644567 -1.422809 1.719921
C26 2.131422 -2.921541 2.139457
H41 2.377842 -3.137307 -0.028496
C27 3.186706 -3.928785 2.552820
H42 2.804631 -4.951480 2.473717
H43 2.011693 -0.723730 1.900625
H44 0.885155 -2.309856 0.500583
H45 3.533698 -3.732530 3.574659
H46 4.052016 -3.839062 1.882760
C28 1.581065 -3.127694 0.731109
H47 1.024316 -4.075847 0.672115
C29 -0.315045 -2.885150 2.591483
C30 4.257587 2.060234 1.157991
C31 3.265687 2.929157 1.816560
C32 3.568534 4.116232 2.571194
C33 2.350500 4.583093 3.083948
C34 1.341493 3.661053 2.614610
C35 -0.090047 3.705758 2.961060
N5 1.918691 2.692818 1.840166
H48 5.052997 1.791455 1.873808
H49 4.736622 2.581709 0.312048
H50 3.783098 1.136623 0.796619
H51 4.570746 4.519778 2.697959
H52 2.144388 5.438694 3.712877
H53 -0.240278 3.459109 4.025972
H54 -0.491185 4.717933 2.796352
H55 -0.656514 2.986707 2.353772

Forces on atoms 1 to 6 (eV/Å):
Sn -0.4 -3.7 3.4
C -0.6 0.3 0.1
C -0.5 0.0 -1.0
N 0.2 -0.1 -0.5
H 0.1 0.0 0.1
N -0.3 0.3 -0.2

The calculation puts the highest occupied orbital energy (alpha / beta) at 2.199 / 2.202 eV. As for the total charge: -2. As for the HOMO-LUMO gap (alpha / beta): 2.189 / 2.187 eV. The value obtained for the LUMO energy (alpha / beta) is 4.39 / 4.39 eV. The value obtained for the molar mass is 664.571 g/mol. Its calculated total energy is -1854.47173 Eh. The value obtained for the max |F| is 5.08 eV Å⁻¹.

Entry 2:
Below is an isolated molecule of C5H8O, with properties calculated with ωB97M-V/def2-TZVPD.

CARTESIAN COORDINATES (ANGSTROEM)
C1 -1.361666 -0.153495 -0.499242
C2 -0.771523 0.782977 0.575741
C3 0.636827 0.249390 0.748499
C4 1.409200 0.083329 -0.538968
C5 0.640326 -1.067807 0.038471
O1 -0.643149 -1.376863 -0.427203
H1 -1.237080 0.277960 -1.501472
H2 -2.421623 -0.367000 -0.348432
H3 -0.783806 1.825156 0.242927
H4 -1.323585 0.719838 1.519195
H5 1.156557 0.414016 1.686530
H6 1.058457 0.582885 -1.435096
H7 2.490242 0.032487 -0.462183
H8 1.188085 -1.944269 0.352835

Forces on atoms 1 to 6 (eV/Å):
C -0.2 0.3 -0.1
C 0.0 0.0 0.0
C 0.0 0.0 0.1
C 0.1 0.1 -0.2
C 0.2 -0.1 0.2
O 0.1 0.0 -0.1

The calculation puts the highest occupied orbital energy at -9.101 eV. As for the SMILES: C1C[C@@H]2C[C@@H]2O1. The calculation puts the relative energy (zero: lowest compared OMol25 entry of this formula, charge and spin) at 1.4013 eV. As for the HOMO-LUMO gap: 10.243 eV. The value obtained for the LUMO energy is 1.14 eV. The value obtained for the molar mass is 84.118 g/mol. Its calculated total energy is -270.50640 Eh. The value obtained for the max |F| is 0.33 eV Å⁻¹.

Entry 3:
Below is a cluster of 2 separate species, C2BrCl3O in total, with properties calculated with ωB97M-V/def2-TZVPD.

CARTESIAN COORDINATES (ANGSTROEM)
C1 -1.513203 0.006535 -0.477279
C2 2.417392 0.195520 -0.613334
O1 -0.846708 0.467594 0.357266
Cl1 3.449427 1.487283 -0.111801
Cl2 1.970085 -0.735689 0.562602
Cl3 -1.138608 -0.342514 -2.002568
Br1 -3.468703 -0.019064 -0.077039

Forces on atoms 1 to 6 (eV/Å):
C -2.7 1.4 2.3
C 1.0 2.3 -3.3
O 1.4 0.1 0.9
Cl 0.0 -0.1 0.2
Cl -0.9 -2.3 3.1
Cl 0.8 -1.0 -2.9

The calculation puts the highest occupied orbital energy at -9.234 eV. The calculation puts the relative energy (zero: lowest compared OMol25 entry of this formula, charge and spin) at 2.7619 eV. As for the HOMO-LUMO gap: 8.470 eV. The value obtained for the LUMO energy is -0.76 eV. The value obtained for the molar mass is 226.284 g/mol. Its calculated total energy is -4105.91603 Eh. The value obtained for the max |F| is 4.16 eV Å⁻¹.

Entry 4:
Below is a structure of composition C3H9NS, with properties calculated with ωB97M-V/def2-TZVPD.

CARTESIAN COORDINATES (ANGSTROEM)
C1 -0.683157 -0.959825 -0.180837
C2 0.428947 -0.425082 0.747336
C3 1.254711 0.919961 0.599483
H1 -2.851746 0.010975 -0.182548
H2 -1.969642 -0.406276 -1.635205
H3 -0.054842 -1.241435 -1.178310
H4 -0.877452 -2.015510 0.259991
H5 1.283540 -1.187362 0.609506
H6 0.510495 -0.446582 2.016889
H7 2.611933 0.955167 0.905671
H8 0.720963 1.802273 1.201462
H9 0.032500 1.710134 -1.478738
N1 -1.674533 0.022693 -0.586390
S1 1.268285 1.260868 -1.098308

Forces on atoms 1 to 6 (eV/Å):
C 2.5 -1.6 -0.4
C 4.7 -0.8 4.7
C -0.1 1.4 1.8
H 4.9 -0.4 -0.6
H 1.0 1.9 3.4
H -1.6 0.8 2.2

The calculation puts the highest occupied orbital energy at -8.407 eV. The calculation puts the relative energy (zero: lowest compared OMol25 entry of this formula, charge and spin) at 4.5936 eV. As for the HOMO-LUMO gap: 9.154 eV. The value obtained for the LUMO energy is 0.75 eV. The value obtained for the molar mass is 91.179 g/mol. Its calculated total energy is -572.47128 Eh. The value obtained for the max |F| is 7.01 eV Å⁻¹.